Here is the molecule C5H10O from the Open Molecules 2025 dataset. Energies are from the ωB97M-V functional and the def2-TZVPD basis.

```
16
Properties=species:S:1:pos:R:3:mulliken_charge:R:1
C 2.09454 -0.18552 -0.01348 -1.17
C 0.83388 0.50290 -0.49620 0.45
O 0.90639 1.58886 -1.03151 -0.57
C -0.51221 -0.18772 -0.27058 0.75
C -1.64125 0.72302 -0.76704 -1.33
C -0.63761 -0.69831 1.18306 -1.37
H 2.25730 0.06185 1.04244 0.27
H 2.04526 -1.27498 -0.09669 0.32
H 2.94012 0.20319 -0.58453 0.37
H -0.49708 -1.08460 -0.90740 0.25
H -1.73827 0.63598 -1.85421 0.32
H -1.42140 1.77339 -0.55979 0.31
H -2.60554 0.46324 -0.32087 0.36
H -0.18156 -0.02141 1.91413 0.32
H -0.15480 -1.67546 1.29804 0.34
H -1.68775 -0.82442 1.46463 0.37
```

The structure (SMILES) is CC(=O)C(C)C. Its spin multiplicity is 1. The value obtained for the total energy is -7394.626 eV. The HOMO-LUMO gap comes out at 0.3860 Eh.